[1]
Formula: C36H57N9
Source: the OMol25 dataset
Level of theory: wB97M-V/def2-TZVPD

```
102
Properties=species:S:1:pos:R:3
C -2.038 -3.467 -0.224
C -1.405 -3.044 1.113
C -0.418 -4.053 1.696
C 0.495 -4.671 0.732
N 1.285 -5.120 0.029
H -2.511 -4.441 -0.091
H -1.177 -3.572 -0.888
H -2.708 -2.693 -0.588
H -2.165 -2.780 1.846
H -0.882 -2.110 0.878
H -0.958 -4.830 2.240
H 0.143 -3.502 2.454
C 1.251 -3.571 -2.898
C 2.422 -2.704 -2.429
C 3.537 -2.652 -3.470
C 3.328 -1.587 -4.462
N 3.143 -0.776 -5.252
H 0.432 -3.639 -2.183
H 1.604 -4.557 -3.182
H 0.774 -3.042 -3.731
H 2.816 -3.169 -1.521
H 2.175 -1.683 -2.136
H 3.681 -3.573 -4.044
H 4.497 -2.572 -2.954
C -2.743 -1.861 -3.790
C -2.996 -1.571 -5.258
C -2.028 -2.182 -6.291
C -1.600 -3.537 -5.930
N -1.226 -4.593 -5.674
H -1.837 -1.338 -3.477
H -2.733 -2.907 -3.490
H -3.571 -1.398 -3.245
H -3.038 -0.490 -5.421
H -4.014 -1.827 -5.570
H -1.125 -1.587 -6.439
H -2.534 -2.207 -7.256
C 3.119 -3.240 3.981
C 4.494 -3.317 3.310
C 4.930 -1.945 2.737
C 4.007 -1.493 1.713
N 3.249 -1.188 0.903
H 2.804 -4.230 4.304
H 2.337 -2.798 3.363
H 3.179 -2.599 4.866
H 4.411 -3.973 2.442
H 5.232 -3.652 4.032
H 5.941 -2.017 2.342
H 4.844 -1.177 3.513
C -2.623 8.020 -0.583
C -2.821 6.576 -0.162
C -2.288 5.514 -1.131
C -2.798 5.552 -2.499
N -3.193 5.629 -3.573
H -1.633 8.221 -1.006
H -2.686 8.658 0.299
H -3.328 8.339 -1.348
H -3.894 6.419 -0.014
H -2.366 6.324 0.797
H -2.549 4.531 -0.735
H -1.202 5.632 -1.154
C 1.689 0.818 3.702
C 0.530 1.753 3.938
C -0.687 1.500 3.031
C -1.266 0.196 3.399
N -1.682 -0.833 3.695
H 1.480 -0.217 3.974
H 2.624 1.211 4.095
H 1.874 0.762 2.621
H 0.815 2.798 3.793
H 0.176 1.686 4.971
H -0.428 1.549 1.972
H -1.462 2.238 3.250
N 3.934 3.432 3.264
C 4.123 2.775 2.059
C 3.517 3.597 1.128
C 2.788 4.618 1.766
C 3.149 4.520 3.101
H 4.328 3.162 4.146
H 4.629 1.829 2.022
H 3.548 3.345 0.077
H 2.154 5.330 1.271
H 2.963 5.225 3.895
N 1.161 0.258 -0.491
C 0.071 -0.272 -1.136
C -0.865 0.702 -1.234
C -0.330 1.898 -0.739
C 0.942 1.602 -0.267
H 1.946 -0.269 -0.096
H 0.074 -1.325 -1.371
H -1.849 0.468 -1.615
H -0.857 2.838 -0.703
H 1.679 2.243 0.183
N -3.828 -0.502 1.549
C -3.750 0.425 0.559
C -4.852 0.285 -0.251
C -5.631 -0.769 0.259
C -4.928 -1.292 1.335
H -3.174 -0.636 2.311
H -2.907 1.092 0.478
H -5.065 0.795 -1.178
H -6.500 -1.186 -0.219
H -5.177 -2.133 1.960
```

highest occupied orbital energy: -0.2949 hartree
2S+1: 1
energy above the lowest of the compared OMol25 structures with the same formula, charge and spin: 0.0 kcal per mole
molecular weight: 615.9 u
SMILES: c1cc[nH]c1.c1cc[nH]c1.c1cc[nH]c1.CCCC#N.CCCC#N.CCCC#N.CCCC#N.CCCC#N.CCCC#N
HOMO-LUMO gap: 8.1 eV

=====

[2]
Formula: C32H28FeN5O3S5
Source: the OMol25 dataset
Level of theory: wB97M-V/def2-TZVPD

```
74
Properties=species:S:1:pos:R:3
Fe 0.019 0.787 0.904
C 1.997 0.442 -3.250
C 1.877 0.419 -1.747
N 0.946 1.079 -1.148
N 0.182 1.880 -2.008
C -0.255 2.907 -1.354
S -0.036 3.216 0.310
S -1.095 4.155 -2.344
C 0.254 4.419 -3.542
C 1.475 5.035 -2.923
C 1.553 6.407 -2.700
C 2.666 6.963 -2.090
C 3.714 6.148 -1.679
C 3.639 4.779 -1.883
C 2.527 4.228 -2.506
C 2.855 -0.332 -0.954
C 4.080 -0.717 -1.516
C 5.048 -1.388 -0.799
C 4.789 -1.697 0.542
C 3.606 -1.329 1.128
C 2.598 -0.636 0.408
O 1.490 -0.390 1.012
H 1.001 0.328 -3.674
H 2.385 1.399 -3.607
H 2.638 -0.358 -3.606
H 0.489 3.445 -3.968
H -0.157 5.057 -4.327
H 0.721 7.038 -2.992
H 2.709 8.032 -1.918
H 4.575 6.578 -1.182
H 4.433 4.131 -1.536
H 2.452 3.155 -2.630
H 4.294 -0.457 -2.545
H 5.985 -1.665 -1.265
H 5.533 -2.228 1.128
H 3.389 -1.554 2.165
C -2.627 -2.344 3.000
C -1.942 -1.081 2.556
N -0.909 -1.078 1.801
N -0.404 -2.339 1.456
C -0.354 -2.534 0.179
S -0.928 -1.515 -1.078
S 0.501 -4.078 -0.203
C -0.685 -4.773 -1.391
C -1.931 -5.293 -0.731
C -2.017 -6.603 -0.269
C -3.163 -7.062 0.363
C -4.243 -6.209 0.551
C -4.162 -4.898 0.103
C -3.018 -4.442 -0.537
C -2.549 0.210 2.941
C -3.309 0.331 4.103
C -3.966 1.506 4.428
C -3.885 2.584 3.546
C -3.147 2.486 2.385
C -2.443 1.310 2.063
O -1.770 1.257 0.943
H -2.078 -3.218 2.663
H -3.638 -2.370 2.587
H -2.719 -2.374 4.087
H -0.161 -5.563 -1.931
H -0.924 -3.966 -2.086
H -1.167 -7.264 -0.395
H -3.211 -8.085 0.719
H -5.137 -6.563 1.050
H -4.992 -4.219 0.258
H -2.938 -3.412 -0.868
H -3.380 -0.515 4.776
H -4.531 1.582 5.349
H -4.401 3.511 3.773
H -3.059 3.312 1.691
O 2.846 1.732 3.833
S 1.457 1.253 3.773
N 0.609 1.451 2.600
```

<S²>: 1.20
total charge: -2
highest occupied orbital energy (spin up / spin down): -0.0726 / -0.0728 hartree
2S+1: 2
energy above the lowest of the compared OMol25 structures with the same formula, charge and spin: 38.7 kcal per mole
molecular weight: 746.8 u
HOMO-LUMO gap (spin up / spin down): 6.2 / 6.2 eV